109
Properties=species:S:1:pos:R:3:mulliken_charge:R:1 method="wB97M-V/def2-TZVPD" s2=0.752 charge=-2 spin_multiplicity=2 e_homo_ev="1.8274 / -3.9052" lumo_energy_ev="4.3 / 4.2" total_energy_ev=-127149.022 max_force_ev_per_a=2.82
As 0.08247 0.45808 -0.10365 2.470
F -0.03840 -0.25654 -1.75755 -0.764
F 1.65471 1.14654 -0.54009 -0.552
F 0.17580 1.18858 1.54746 -0.585
F -1.51586 -0.28407 0.32892 -0.451
F 0.95264 -0.94164 0.47515 -0.688
F -0.77126 1.90562 -0.70150 -0.646
C 0.19991 -3.61304 -1.36942 -1.305
C -0.96619 -3.06881 -2.16256 0.365
N -1.80758 -4.22493 -2.53008 0.158
C -2.74276 -3.81084 -3.57460 -0.080
C -3.51525 -4.95377 -4.21801 -1.589
C -2.39941 -4.98836 -1.40802 -0.803
C -3.18959 -4.10463 -0.42080 -0.424
H 0.74065 -4.38728 -1.91371 0.329
H -0.14482 -3.91950 -0.38183 0.144
H 0.92630 -2.81458 -1.21801 0.201
H -1.47098 -2.26687 -1.62388 -0.310
H -0.62161 -2.64789 -3.10711 0.360
H -3.44200 -3.01525 -3.31728 0.127
H -2.10064 -3.46089 -4.38288 0.398
H -3.94893 -4.52754 -5.12265 0.458
H -2.77768 -5.71991 -4.45700 0.357
H -4.23724 -5.43835 -3.56076 0.330
H -1.65042 -5.51787 -0.81916 0.387
H -3.09587 -5.72158 -1.81475 0.365
H -3.76420 -4.72945 0.26296 0.437
H -3.82227 -3.37848 -0.93122 0.205
H -2.51707 -3.53135 0.21730 -0.201
C 2.26518 -1.55546 -6.42780 -1.151
C 2.61496 -0.34726 -5.57107 0.620
O 3.60818 0.34035 -5.76646 -0.564
C 1.66848 0.11054 -4.44217 -0.365
H 2.66754 -2.45464 -5.96123 0.273
H 2.81091 -1.48457 -7.36870 0.372
H 1.19643 -1.64942 -6.62023 0.328
H 2.16754 0.81769 -3.77960 0.264
H 1.34534 -0.71451 -3.80737 -0.016
H 0.75142 0.61518 -4.74619 0.157
C -3.06819 4.37791 0.37479 -1.056
C -2.89334 3.87017 1.77078 1.131
O -2.20044 4.47274 2.59450 -0.556
C -3.54212 2.55708 2.08211 -1.138
H -2.37567 3.87026 -0.29664 -0.046
H -2.95145 5.46136 0.34985 0.344
H -4.04639 4.12805 -0.03606 0.442
H -3.20287 2.20892 3.05772 0.152
H -3.26678 1.78928 1.35908 0.137
H -4.62949 2.53940 2.15575 0.557
C 1.58668 3.81871 4.19768 -0.625
C 1.02945 2.63625 4.93110 0.541
O 1.71785 1.91718 5.65939 -0.618
C -0.45638 2.36269 4.69872 -0.233
H 1.05649 4.71302 4.52511 0.504
H 1.48398 3.71832 3.11718 -0.365
H 2.63697 3.83984 4.48844 0.394
H -1.13902 3.08162 5.15175 0.510
H -0.85156 1.37286 4.92711 0.074
H -0.65522 2.33915 3.62726 -0.286
C -2.55610 -0.42877 3.62298 -0.073
C -2.35142 -1.83568 3.06252 0.301
O -3.27764 -2.65441 2.99735 -0.636
C -0.90270 -2.26429 2.71957 0.192
H -2.05828 0.28332 2.96481 -0.486
H -2.18131 -0.33594 4.64229 0.405
H -3.61994 -0.22450 3.50209 0.319
H -0.30973 -1.41955 2.36902 -0.597
H -0.97560 -3.10030 2.02396 0.125
H -0.39782 -2.61355 3.62024 0.349
C 3.58123 -0.10839 3.17530 0.019
C 3.01624 -1.18959 3.99620 0.464
O 3.58433 -2.27416 4.06030 -0.653
C 1.70664 -0.92366 4.70328 -0.662
H 3.24183 -0.38415 2.17688 -0.393
H 4.66677 -0.19974 3.21232 0.487
H 3.35025 0.91159 3.48250 0.146
H 1.01509 -0.41218 4.03377 -0.292
H 1.86653 -0.22913 5.52799 0.464
H 1.37990 -1.87329 5.12699 0.362
C 4.37086 -1.36718 -0.22380 -0.940
C 5.59832 -0.63643 0.31473 0.774
O 6.48475 -1.23011 0.93603 -0.643
C 5.75308 0.83370 0.03413 -0.903
H 4.70006 -1.92989 -1.09736 0.571
H 3.47830 -0.80116 -0.49034 0.018
H 4.13794 -2.14498 0.50344 0.297
H 5.34263 1.36233 0.89447 0.107
H 5.30776 1.12183 -0.91812 0.311
H 6.80959 1.08801 -0.05088 0.405
C 0.55299 4.95061 0.28856 -0.141
C 2.05052 5.14027 0.09699 0.397
O 2.41956 6.08129 -0.51819 -0.539
C 2.96843 4.14767 0.83256 -0.438
H 0.17030 4.08231 -0.24781 -0.253
H -0.02438 5.84052 0.03799 0.405
H 0.29939 4.73653 1.32680 0.109
H 3.75555 3.79457 0.16633 0.239
H 2.35398 3.29459 1.12032 -0.196
H 3.49041 4.46580 1.73501 0.349
C -1.96902 0.79125 -4.07509 -0.577
C -3.32362 0.44109 -3.54008 0.595
O -4.27535 0.04652 -4.19561 -0.625
C -3.44082 0.56680 -2.03375 -0.335
H -1.96040 1.05607 -5.13240 0.473
H -1.29194 -0.04789 -3.91536 -0.258
H -1.63733 1.63546 -3.47062 0.218
H -2.97507 1.52664 -1.81037 -0.034
H -2.95814 -0.25052 -1.49793 -0.140
H -4.48756 0.55255 -1.73005 0.439